# 1
The following is a DFT calculation (wB97M-V/def2-TZVPD) of 3 unconnected molecules or ions with the total composition C4H14N2O2.

```
22
C4H14N2O2 (wB97M-V/def2-TZVPD)
H -1.86 0.85 -2.01
O 1.62 -1.39 -0.20
H 0.28 -1.38 -1.56
H 1.13 2.33 0.50
H 1.34 0.60 1.62
H -0.04 2.15 -1.73
H -2.09 2.04 0.45
N -0.39 -0.93 -2.19
C -0.61 -0.25 1.99
H -0.09 -0.60 2.88
H 0.40 -1.31 0.67
N 0.38 0.85 1.66
H -0.62 1.67 0.86
H 1.14 0.80 -1.79
H 2.22 -2.05 0.07
C -0.98 0.27 -1.40
H -1.66 0.13 2.04
C 0.33 1.29 -1.17
H -1.24 -1.62 -2.15
O -0.60 -1.21 0.97
C 0.34 1.61 0.28
H -1.43 0.16 -0.39
```

total charge: 0
highest occupied orbital energy: -8.4 eV
F_max: 5.18 eV/A

---

# 2
The following is a DFT calculation (wB97M-V/def2-TZVPD) of 2 unconnected molecules or ions with the total composition C10H10O2.

```
22
C10H10O2 (wB97M-V/def2-TZVPD)
H -0.31 -1.60 1.43
C 1.67 -0.28 -0.17
C -1.68 -1.65 -0.45
H -3.57 -0.25 -0.32
H 0.63 -2.41 0.23
C 0.48 2.21 -0.08
H -2.08 -2.58 -0.35
C -1.78 1.03 -0.10
H -1.51 -1.77 -1.55
C -0.24 -1.56 0.29
C 2.56 0.79 -0.12
C -2.46 -0.35 0.01
H -2.65 -0.46 1.12
H 0.00 3.16 -0.35
H 3.12 -1.44 0.89
O -2.42 2.02 0.07
C -0.26 1.00 -0.24
C 0.29 -0.24 0.00
O 2.19 -1.47 -0.18
H 3.68 0.68 -0.06
C 1.88 2.10 -0.05
H 2.43 3.06 -0.01
```

total charge: 0
highest occupied orbital energy: -8.7 eV
F_max: 8.18 eV/A

---

# 3
The following is a DFT calculation (wB97M-V/def2-TZVPD) of a molecular structure, C3H5ClN2OS.

```
13
C3H5ClN2OS (wB97M-V/def2-TZVPD)
C 0.49 0.67 0.04
H 0.67 -0.73 1.47
Cl 1.83 -1.50 -0.26
C 1.42 -0.20 0.80
H 2.32 0.32 1.21
H -0.59 -1.92 -0.41
C -2.56 -0.91 0.23
H -2.67 1.02 -0.76
N -3.33 0.21 -0.01
H -2.93 -1.86 1.07
S 0.69 2.29 -0.02
N -1.14 -1.06 0.08
O -0.47 0.08 -0.60
```

total charge: 0
highest occupied orbital energy: -9.2 eV
F_max: 6.03 eV/A

---

# 4
The following is a DFT calculation (wB97M-V/def2-TZVPD) of a molecular structure, C2H10Si2.

```
14
C2H10Si2 (wB97M-V/def2-TZVPD)
H 2.41 -0.82 1.55
H 0.90 0.96 1.10
Si -1.20 -0.77 -0.03
H -2.68 1.16 0.39
H -1.95 1.22 -1.09
H -0.99 1.68 0.23
Si 1.98 0.14 0.64
H -1.97 -1.60 -0.89
C 1.07 -0.83 -0.82
H 3.05 1.06 0.42
H 1.54 -1.84 -1.00
H 1.06 -0.40 -1.82
H -0.85 -1.57 1.11
C -1.72 0.99 -0.07
```

total charge: 0
highest occupied orbital energy: -9.0 eV
F_max: 4.58 eV/A

---

# 5
The following is a DFT calculation (wB97M-V/def2-TZVPD) of 13 unconnected molecules or ions with the total composition C5H38N2O13.

```
58
C5H38N2O13 (wB97M-V/def2-TZVPD)
O 1.54 2.32 0.13
H 3.17 1.34 4.01
H 0.12 0.68 -1.90
H 1.42 -0.04 4.84
H -2.28 -0.75 -2.75
H -1.15 -1.19 -0.44
H 1.12 -0.43 -3.65
H 0.82 -4.45 -0.37
O 0.68 -3.47 -0.50
H -2.43 3.84 -1.64
H -3.09 1.62 -1.38
H 0.61 2.30 0.27
H 2.45 1.03 -2.50
H 1.78 4.35 1.23
H -0.91 4.42 -1.69
H -3.28 -2.08 -0.82
C -3.56 -1.25 1.08
O 0.62 -0.50 5.04
H 4.75 -2.30 -0.43
N -3.36 -1.23 -0.34
H -1.94 2.13 -2.66
H 0.20 0.71 2.25
H 3.51 -0.55 2.60
H 4.02 -2.65 0.87
H -0.10 0.02 4.70
H 1.43 -3.14 -1.01
H 0.86 -0.27 0.36
O 1.70 -0.73 0.48
H 2.00 2.42 -2.19
C -1.87 -0.02 -2.07
H -1.89 0.31 -0.07
C -0.05 -0.34 -3.77
H -1.93 -2.17 1.60
N -0.40 -0.07 -2.39
O -2.36 -1.35 1.82
C -2.06 -0.60 -0.60
H -1.36 -3.46 -1.19
O 3.50 -1.10 3.43
O 2.32 4.31 2.03
H 2.40 1.91 2.88
O -0.61 0.97 1.87
O 2.40 1.14 3.46
H 1.80 4.23 2.88
O 2.03 1.77 -2.94
H 1.92 1.42 0.04
H -0.35 0.35 -4.61
H -2.64 -3.94 -2.06
C -2.58 1.32 -2.33
O -2.33 -3.82 -1.17
H -1.21 0.22 1.89
H -4.00 -0.25 1.27
H -3.43 1.08 -3.08
O -1.87 4.59 -1.76
H 2.81 -1.76 3.33
H 1.45 -1.67 0.31
O 4.50 -1.95 0.43
H -0.63 -1.25 -4.13
H -4.26 -2.02 1.36
```

total charge: 0
highest occupied orbital energy: -8.7 eV
F_max: 2.80 eV/A

---

# 6
The following is a DFT calculation (wB97M-V/def2-TZVPD) of 7 unconnected molecules or ions with the total composition BrH12O6.

```
19
BrH12O6 (wB97M-V/def2-TZVPD)
H -1.63 -2.01 -1.13
H 0.09 3.60 0.26
H 1.14 0.24 1.95
H 3.05 0.97 -0.17
O 0.47 -3.36 1.66
H -0.49 2.28 -0.17
H 0.12 -2.47 1.63
H -1.58 0.84 -1.27
O -1.78 -2.59 -1.88
O 1.80 0.60 2.54
Br -0.33 -0.35 0.32
H 0.58 -3.43 0.71
O 2.23 1.22 -0.62
H -2.67 -2.59 -2.12
H 1.47 0.65 -0.33
O -1.77 1.25 -2.11
H 1.94 -0.02 3.24
O -0.38 3.17 -0.47
H -2.25 2.02 -2.03
```

total charge: -1
highest occupied orbital energy: -6.0 eV
F_max: 3.11 eV/A

---

Repeat the first record exactly.
The following is a DFT calculation (wB97M-V/def2-TZVPD) of 3 unconnected molecules or ions with the total composition C4H14N2O2.

```
22
C4H14N2O2 (wB97M-V/def2-TZVPD)
H -1.86 0.85 -2.01
O 1.62 -1.39 -0.20
H 0.28 -1.38 -1.56
H 1.13 2.33 0.50
H 1.34 0.60 1.62
H -0.04 2.15 -1.73
H -2.09 2.04 0.45
N -0.39 -0.93 -2.19
C -0.61 -0.25 1.99
H -0.09 -0.60 2.88
H 0.40 -1.31 0.67
N 0.38 0.85 1.66
H -0.62 1.67 0.86
H 1.14 0.80 -1.79
H 2.22 -2.05 0.07
C -0.98 0.27 -1.40
H -1.66 0.13 2.04
C 0.33 1.29 -1.17
H -1.24 -1.62 -2.15
O -0.60 -1.21 0.97
C 0.34 1.61 0.28
H -1.43 0.16 -0.39
```

total charge: 0
highest occupied orbital energy: -8.4 eV
F_max: 5.18 eV/A

---

Q: Which value of total charge does entry 4 give?
A: 0